# 1
{
  "formula": "C4H3NO2",
  "method": "ωB97M-V/def2-TZVPD",
  "s_squared": 2.0110,
  "total_energy_ev": -9774.449,
  "e_above_lowest_kcal_mol": 69.75,
  "homo_lumo_gap_ev": [6.1, 6.3],
  "multiplicity": 3,
  "e_lumo_ev": [0.32, -3.54],
  "elements": ["C", "C", "C", "C", "N", "O", "O", "H", "H", "H"],
  "coordinates": [[-1.193, 0.302, -0.621], [2.524, -0.688, -0.779], [-2.359, 0.060, -0.175], [-0.065, 0.577, 0.256], [2.350, -0.924, 0.345], [-3.425, -0.222, 0.177], [-0.053, 0.300, 1.449], [0.741, 1.017, -0.328], [-1.117, 0.782, -1.612], [2.598, -1.203, 1.287]],
  "mulliken_charge": [-0.375, -0.142, 0.660, -0.264, -0.112, -0.325, -0.458, 0.454, 0.295, 0.268]
}

=====

# 2
{
  "formula": "C4H3NO3",
  "method": "ωB97M-V/def2-TZVPD",
  "total_energy_ev": -11823.824,
  "e_above_lowest_kcal_mol": 131.65,
  "homo_lumo_gap_ev": 9.1,
  "e_lumo_ev": -0.69,
  "elements": ["C", "C", "C", "C", "H", "H", "H", "N", "O", "O", "O"],
  "coordinates": [[-0.148, -1.062, -0.064], [1.121, -1.128, 0.038], [1.343, 0.427, -0.093], [-0.061, 1.200, 0.075], [-2.593, 0.992, -0.469], [-0.610, -1.986, 0.075], [1.911, -1.841, 0.586], [-0.810, 0.144, -0.261], [-2.210, -0.013, 0.093], [2.481, 0.951, -0.073], [-0.423, 2.317, 0.092]],
  "mulliken_charge": [-0.504, -0.214, 0.414, 0.466, 0.410, 0.419, 0.308, 0.198, -0.463, -0.532, -0.501]
}